A 12-piece molecular cluster, BF4H22O11 overall in a non-equilibrium geometry. Source: the OMol25 dataset; level of theory: the ωB97M-V functional and the def2-TZVPD basis.

XYZ file:
```
38
Properties=species:S:1:pos:R:3:forces:R:3:nbo_charge:R:1
B -0.312413 -0.482500 1.219142 0.4 0.7 -1.7 1.3474
F -1.137753 0.287601 1.998787 -0.7 0.4 0.3 -0.5531
F 0.468557 -1.232923 2.016097 0.9 -2.0 2.0 -0.5546
F -0.999867 -1.341053 0.354415 -0.4 -0.1 0.1 -0.5742
F 0.580575 0.294351 0.454041 -0.6 0.2 -0.4 -0.5690
O -3.322805 -1.569575 -0.818215 -3.1 0.1 -0.4 -0.9695
H -2.576936 -1.515779 -0.250024 0.9 0.4 1.0 0.4864
H -4.127671 -1.255696 -0.316280 1.7 -0.5 -0.7 0.4653
O -1.146492 3.060562 2.687558 -0.1 1.5 -1.5 -0.9582
H -0.951558 2.130862 2.653245 0.1 -0.7 -0.1 0.4822
H -1.141058 3.343014 1.724305 0.0 -0.7 1.9 0.4717
O 1.199251 -1.449992 -1.968311 -1.0 -1.5 -1.5 -0.9844
H 1.343178 -2.052408 -1.244189 0.0 -0.6 0.3 0.4725
H 1.479208 -0.657492 -1.582067 1.0 2.2 0.5 0.4759
O 1.714361 -2.809294 0.217707 0.5 -2.1 -0.3 -0.9490
H 1.418238 -3.735235 0.069933 0.4 0.9 0.0 0.4761
H 1.204220 -2.528123 0.963874 -0.6 0.5 0.8 0.4892
O -1.249548 0.281247 -2.287377 -1.1 0.1 -0.1 -0.9873
H -0.941977 -0.509328 -1.814894 0.6 0.6 -0.3 0.5055
H -0.633542 1.017984 -2.264994 0.4 -0.7 0.1 0.4734
O 1.724973 2.560648 0.967856 1.2 1.9 0.7 -0.9907
H 2.288311 2.536327 1.767668 -0.6 -0.1 -0.7 0.4756
H 1.373554 1.691492 0.899201 -0.4 -1.4 -0.1 0.4934
O -1.313078 -3.685975 -1.450431 0.7 -2.5 -3.5 -0.9393
H -1.211203 -3.249274 -0.673157 0.3 2.2 3.5 0.4657
H -2.236708 -3.799612 -1.609661 -0.9 0.2 0.0 0.4735
O 2.586857 0.923492 -1.730552 1.7 -1.7 -0.5 -0.9687
H 3.326393 1.302884 -1.269455 0.2 0.2 0.4 0.4642
H 1.874535 1.518699 -1.643751 -1.3 1.4 0.1 0.4867
O 2.752506 -0.115371 2.425666 1.0 0.5 0.3 -0.9615
H 2.024537 -0.697435 2.261177 -1.1 -0.2 0.1 0.4808
H 3.405470 -0.524538 1.864231 0.7 0.1 -0.3 0.4597
O -3.169505 1.453027 0.672224 -0.2 0.9 2.3 -0.9850
H -2.578225 0.849458 1.153968 -0.2 0.2 -0.7 0.4907
H -3.274110 1.214846 -0.216743 0.3 -1.0 -1.9 0.4779
O 0.597072 2.616090 -1.970889 -0.2 0.0 -0.7 -0.9480
H 0.890341 3.517579 -2.079948 0.1 0.3 0.0 0.4853
H 0.072308 2.611439 -1.180159 -0.4 0.1 0.9 0.4933
```
Positions in Å, forces in eV/Å.

The relative energy (zero: lowest compared OMol25 entry of this formula, charge and spin) is 27.6 kcal per mole. The calculation puts the frontier orbital gap at 9.6 eV. The HOMO energy comes out at -6.84 eV. Its charge is -1. As for the multiplicity: 1. As for the strongest force on any atom: 4.346 eV/A.